Model P:
Entry from the Open Molecules 2025 dataset: 4 unconnected molecules or ions with the total composition C2H12NO3 (ωB97M-V/def2-TZVPD).

The geometry in ORCA input format:
```
! wB97M-V def2-TZVPD RIJCOSX def2/J DEFGRID3
* xyz 1 1
H -0.935 2.201 2.876
C 0.294 -0.009 -2.036
C 0.891 0.599 0.166
H -2.827 0.698 0.056
H 0.070 0.769 1.008
H 1.655 1.459 0.359
H 1.565 -3.740 0.654
H 1.659 -0.298 0.198
H 1.243 -0.686 -2.012
N -0.028 0.599 -0.969
H -3.025 0.707 -1.428
H -0.152 0.214 -3.013
O -0.250 1.508 2.746
O -2.432 0.388 -0.863
H -0.774 1.151 -0.723
H -0.705 1.000 3.468
O 1.769 -2.940 0.185
H 2.622 -2.857 0.016
*
```

Computed properties:
* E_LUMO: -4.36 eV
* E_HOMO: -14.81 eV
* frontier orbital gap: 10.4 eV
* molar mass: 98.1 g mol⁻¹

These are the Mulliken partial charges, in e, on atoms 1 to 6: 0.32, -0.10, -0.45, 0.34, 0.16, 0.28

Model Q:
Entry from the Open Molecules 2025 dataset: 4 unconnected molecules or ions with the total composition C2H12NO3 (ωB97M-V/def2-TZVPD).

The geometry in ORCA input format:
```
! wB97M-V def2-TZVPD RIJCOSX def2/J DEFGRID3
* xyz 1 1
N -0.696 -1.288 -0.410
O 2.127 3.768 2.406
H 0.583 0.300 -0.607
O -3.888 0.379 -0.824
C -0.153 -1.707 0.655
C -0.281 -0.083 -1.128
H 3.039 3.757 2.117
H -4.143 1.267 -0.539
H 0.411 -1.039 1.288
H -0.264 -2.736 0.973
H 2.936 -2.405 0.289
H 1.850 4.655 2.646
H -1.470 -1.818 -0.800
H 3.180 -1.634 -0.939
H -1.139 0.568 -1.281
O 2.460 -1.819 -0.320
H 0.073 -0.344 -2.108
H -4.624 0.180 -1.418
*
```

Computed properties:
* E_LUMO: -4.54 eV
* E_HOMO: -13.74 eV
* frontier orbital gap: 9.2 eV
* molar mass: 98.1 g mol⁻¹

These are the Mulliken partial charges, in e, on atoms 1 to 6: 0.05, -0.65, 0.30, -0.64, -0.23, -0.71

Stability ranking, top entry: model Q; the second entry is 2.067 eV less favorable.

Model P:
Entry from the Open Molecules 2025 dataset: a single C2H6N2 molecule (ωB97M-V/def2-TZVPD).

The geometry in ORCA input format:
```
! wB97M-V def2-TZVPD RIJCOSX def2/J DEFGRID3
* xyz 0 1
C -0.327 -0.303 -0.137
H -2.025 -1.288 0.028
H 1.667 -0.912 -0.807
N -0.982 -1.366 -0.022
H 1.638 0.740 -0.310
N -0.800 1.020 -0.144
H -1.796 1.217 0.094
H -0.211 1.820 0.442
C 1.179 -0.272 -0.020
H 1.657 -0.656 0.876
*
```

Computed properties:
* E_LUMO: 0.89 eV
* E_HOMO: -9.39 eV
* frontier orbital gap: 10.3 eV
* molar mass: 58.1 g mol⁻¹

These are the Mulliken partial charges, in e, on atoms 1 to 6: 0.58, 0.22, 0.25, -0.60, 0.28, -0.55

Model Q:
Entry from the Open Molecules 2025 dataset: a single C2H6N2 molecule (ωB97M-V/def2-TZVPD).

The geometry in ORCA input format:
```
! wB97M-V def2-TZVPD RIJCOSX def2/J DEFGRID3
* xyz 0 1
H 1.485 0.446 1.471
H -0.839 1.257 0.916
N 0.422 -0.278 -1.473
H 0.074 -0.493 -2.395
N -0.567 0.319 0.631
H 0.982 -1.047 0.795
C -0.550 0.071 -0.747
H 0.307 -0.445 2.376
H -1.548 0.351 -1.114
C 0.606 -0.191 1.352
*
```

Computed properties:
* E_LUMO: 1.08 eV
* E_HOMO: -9.31 eV
* frontier orbital gap: 10.4 eV
* molar mass: 58.1 g mol⁻¹

These are the Mulliken partial charges, in e, on atoms 1 to 6: 0.26, 0.23, -0.62, 0.24, -0.29, 0.31

Model R:
Entry from the Open Molecules 2025 dataset: a molecular structure, C2H6N2 (ωB97M-V/def2-TZVPD).

The geometry in ORCA input format:
```
! wB97M-V def2-TZVPD RIJCOSX def2/J DEFGRID3
* xyz 0 1
H 1.337 -0.073 0.526
H -0.843 -1.980 -1.638
H -0.960 1.684 1.112
H -0.220 0.627 -0.916
C -0.647 -0.406 -0.337
H 0.637 -2.015 -0.757
C 0.315 0.305 0.378
N -0.272 -1.590 -0.911
H 0.666 2.097 1.306
N -0.013 1.351 1.237
*
```

Computed properties:
* E_LUMO: 1.19 eV
* E_HOMO: -7.59 eV
* frontier orbital gap: 8.8 eV
* molar mass: 58.1 g mol⁻¹

These are the Mulliken partial charges, in e, on atoms 1 to 6: 0.30, 0.23, 0.28, -0.04, -0.69, 0.16

Model S:
Entry from the Open Molecules 2025 dataset: a single C2H6N2 molecule (ωB97M-V/def2-TZVPD).

The geometry in ORCA input format:
```
! wB97M-V def2-TZVPD RIJCOSX def2/J DEFGRID3
* xyz 0 1
H 0.739 -2.341 0.075
N 0.073 1.744 -0.631
N -0.034 -1.843 0.484
H -0.073 2.544 -0.035
H 1.014 0.716 0.908
C -0.321 -0.579 -0.147
C 0.344 0.551 0.069
H 0.008 -1.755 1.487
H -1.171 -0.640 -0.825
H -0.578 1.603 -1.385
*
```

Computed properties:
* E_LUMO: 1.26 eV
* E_HOMO: -8.19 eV
* frontier orbital gap: 9.5 eV
* molar mass: 58.1 g mol⁻¹

These are the Mulliken partial charges, in e, on atoms 1 to 6: 0.22, -0.47, -0.56, 0.21, 0.31, -0.25

Stability ranking, top entry: model Q; the second entry is 0.075 eV less favorable.

Model P:
Entry from the Open Molecules 2025 dataset: a single C2H6N2 molecule (ωB97M-V/def2-TZVPD).

The geometry in ORCA input format:
```
! wB97M-V def2-TZVPD RIJCOSX def2/J DEFGRID3
* xyz 0 1
N -0.366 -0.013 0.294
H 0.403 0.218 2.339
H 0.927 1.449 0.641
H -0.852 1.709 1.648
H -0.708 -1.381 -1.717
H 0.942 -1.017 -2.474
H -1.224 -0.602 0.223
C 0.273 -1.002 -1.654
C 0.038 0.890 1.357
N 0.566 -0.251 -0.659
*
```

Computed properties:
* E_LUMO: 1.21 eV
* E_HOMO: -8.29 eV
* frontier orbital gap: 9.5 eV
* molar mass: 58.1 g mol⁻¹

These are the Mulliken partial charges, in e, on atoms 1 to 6: 0.03, 0.20, 0.26, 0.22, 0.22, 0.26

Model Q:
Entry from the Open Molecules 2025 dataset: a single C2H6N2 molecule (ωB97M-V/def2-TZVPD).

The geometry in ORCA input format:
```
! wB97M-V def2-TZVPD RIJCOSX def2/J DEFGRID3
* xyz 0 1
H -1.726 -0.888 -0.896
C 2.002 -0.056 0.040
H 2.844 -0.770 -0.060
C -1.597 -0.237 0.031
N -0.237 0.314 0.068
H -0.085 1.292 -0.166
H -1.917 -0.735 0.967
H -2.320 0.593 -0.092
N 0.824 -0.538 0.031
H 2.210 1.027 0.078
*
```

Computed properties:
* E_LUMO: 1.23 eV
* E_HOMO: -8.37 eV
* frontier orbital gap: 9.6 eV
* molar mass: 58.1 g mol⁻¹

These are the Mulliken partial charges, in e, on atoms 1 to 6: 0.25, -0.34, 0.24, -0.71, -0.02, 0.25

Stability ranking, top entry: model Q; the second entry is 1.295 eV less favorable.

Model P:
Entry from the Open Molecules 2025 dataset: 2 unconnected molecules or ions with the total composition C2H6N2 (ωB97M-V/def2-TZVPD).

The geometry in ORCA input format:
```
! wB97M-V def2-TZVPD RIJCOSX def2/J DEFGRID3
* xyz 0 1
N -2.674 -2.505 5.674
H -3.034 -2.169 3.589
H -3.401 -3.996 4.399
H 4.180 2.186 -4.933
H 1.886 3.839 -5.028
H 1.835 2.359 -6.148
C -2.912 -2.962 4.553
H -2.648 -1.450 5.618
C 2.386 2.920 -5.400
N 3.294 2.432 -4.590
*
```

Computed properties:
* E_LUMO: 0.37 eV
* E_HOMO: -8.93 eV
* frontier orbital gap: 9.3 eV
* molar mass: 58.1 g mol⁻¹

These are the Mulliken partial charges, in e, on atoms 1 to 6: -0.43, 0.15, 0.22, 0.23, 0.20, 0.24

Model Q:
Entry from the Open Molecules 2025 dataset: a single C2H6N2 molecule (ωB97M-V/def2-TZVPD).

The geometry in ORCA input format:
```
! wB97M-V def2-TZVPD RIJCOSX def2/J DEFGRID3
* xyz 0 1
H 2.052 -0.622 -0.281
N -1.757 0.378 1.389
H -0.820 1.432 -0.031
N -0.028 -0.490 -0.031
H -2.037 -0.583 1.594
H -0.252 -1.436 -0.291
C -0.947 0.441 0.411
H 1.425 0.989 -0.367
C 1.211 -0.039 -0.651
H 1.154 -0.070 -1.741
*
```

Computed properties:
* E_LUMO: 1.09 eV
* E_HOMO: -8.92 eV
* frontier orbital gap: 10.0 eV
* molar mass: 58.1 g mol⁻¹

These are the Mulliken partial charges, in e, on atoms 1 to 6: 0.28, -0.60, 0.34, -0.26, 0.22, 0.22

Model R:
Entry from the Open Molecules 2025 dataset: a single C2H6N2 molecule (ωB97M-V/def2-TZVPD).

The geometry in ORCA input format:
```
! wB97M-V def2-TZVPD RIJCOSX def2/J DEFGRID3
* xyz 0 1
H 1.887 -0.497 -1.292
H 0.061 -1.349 -0.285
N -0.131 -0.435 0.048
C 1.601 0.512 -1.004
H -1.841 -0.949 1.177
H 2.059 1.417 -1.574
H -0.895 0.185 1.937
C -1.285 -0.100 0.903
H -1.972 0.575 0.469
N 0.516 0.640 -0.380
*
```

Computed properties:
* E_LUMO: 1.22 eV
* E_HOMO: -8.36 eV
* frontier orbital gap: 9.6 eV
* molar mass: 58.1 g mol⁻¹

These are the Mulliken partial charges, in e, on atoms 1 to 6: 0.22, 0.22, 0.00, -0.35, 0.35, 0.21

Stability ranking, top entry: model Q; the second entry is 1.214 eV less favorable.